Entry from the Open Molecules 2025 dataset: the molecule C4H4O (ωB97M-V with the def2-TZVPD basis set).

Total energy = -230.0280 Ha
SMILES string = c1ccoc1
Lowest unoccupied orbital energy = 1.178 eV
Kohn-Sham gap = 10.1 eV
HOMO level = -8.9 eV
M = 68.1 u

```
! RIJCOSX wB97M-V def2-TZVPD def2/J DEFGRID3
* xyz 0 1
C 1.07074 -0.05299 -0.51850
C -0.04838 -0.92901 -0.76239
C -1.02933 -0.47268 0.05057
C 0.67117 0.82536 0.41811
H 2.03405 -0.09194 -0.98556
H -0.09720 -1.78547 -1.41992
H -2.04497 -0.78587 0.18540
H 1.14607 1.66668 0.91582
O -0.62789 0.59657 0.77219
*
```

Atom charges from the Löwdin analysis, given in e for atoms 1 to 2: -0.082 -0.070